(1)
26
Properties=species:S:1:pos:R:3:forces:R:3 method="wB97M-V/def2-TZVPD" lumo_energy_ev="1.41 / 1.37" s2=8.753 relative_energy_kj_mol=67.14 total_charge=-1 total_energy_ev=-136358.271 multiplicity=6 gap_ha="0.262 / 0.263"
Mn 1.9381 2.0177 -0.2513 -0.61 -0.73 2.83
Br 1.9340 3.4335 1.7907 -0.08 0.06 0.16
B 2.8994 2.9996 -2.0711 1.33 2.63 -2.08
F 3.2517 3.6696 -3.2266 -0.06 -0.33 0.33
F 2.0006 3.7865 -1.2820 -0.55 0.44 -0.79
F 2.1876 1.8248 -2.3944 0.13 -0.66 0.31
F 3.9880 2.8085 -1.2119 -0.23 -0.99 -0.27
B 2.5835 -1.0096 1.2129 -0.07 -2.18 0.74
F 3.6821 -1.2802 2.0357 -0.22 0.62 -0.38
F 1.4028 -1.3627 1.9256 0.22 0.35 -0.54
F 2.4860 0.3594 0.8498 0.34 0.45 -0.14
F 2.6830 -1.7669 0.0329 -0.16 0.36 0.07
C -3.3830 -2.4711 -0.2837 -0.16 -0.17 -0.69
C -2.7127 -1.7895 -1.3059 -0.83 0.45 1.23
C -1.9236 -0.6866 -0.9454 -0.14 -1.57 -1.07
C -1.7361 -0.4524 0.3968 0.37 1.01 -0.31
C -2.3996 -1.1031 1.4116 0.19 -0.73 0.13
C -3.1997 -2.1713 1.0476 -0.20 0.29 0.28
N -0.7066 0.5422 0.7735 -0.21 -0.80 0.63
O -0.5078 0.6955 1.9295 -0.01 0.47 1.06
O -0.0495 1.0719 -0.1078 -0.03 0.32 -1.48
H -4.1318 -3.2173 -0.5268 0.32 -0.23 -0.15
H -2.9420 -2.1016 -2.3133 0.35 0.34 -0.23
H -1.4132 -0.1543 -1.7334 0.20 0.27 0.31
H -2.2383 -0.8655 2.4508 0.19 0.14 -0.05
H -3.6932 -2.7771 1.7961 -0.07 0.18 0.07


(2)
67
Properties=species:S:1:pos:R:3:forces:R:3 method="wB97M-V/def2-TZVPD" lumo_energy_ev=-0.03 relative_energy_kj_mol=2560.56 total_charge=0 total_energy_ev=-42646.207 gap_ha=0.258
C -7.3843 -2.2802 1.8423 0.63 -2.18 -2.40
H -7.3892 -1.2443 2.0603 -0.52 0.76 0.79
O -6.5545 -2.3040 0.5280 -10.04 -3.32 2.14
C -5.3768 -1.9759 0.4911 0.62 -1.57 -7.54
C -4.7283 -1.5486 1.4371 0.56 3.91 13.80
C -3.5043 -1.0353 1.4766 1.84 1.21 2.83
C -2.8761 -1.2171 0.3774 4.72 1.85 -11.05
C -3.4965 -1.6356 -0.9845 -5.94 -0.80 11.93
C -4.8306 -2.0499 -0.8050 5.23 1.60 0.89
H -5.2840 -2.5554 -1.5422 -2.23 -1.28 -2.63
H -3.0669 -1.5547 -1.8114 3.91 0.42 -6.82
C -1.5019 -0.4778 0.0157 -3.72 -6.81 -2.31
O -0.9068 0.0130 0.8252 4.03 7.67 10.00
N -0.6712 -0.9359 -0.9265 -1.31 -7.81 -7.96
C 0.5999 -0.6510 -1.4161 -4.69 6.44 4.60
C 0.9809 0.6043 -1.1347 8.06 -6.00 -4.08
C 0.2956 1.6360 -0.8804 -7.47 13.88 2.06
C 0.6447 2.8020 -0.0807 -0.26 -3.16 -2.92
N -0.2174 3.8604 -0.0422 -2.77 -3.55 0.31
C -1.4580 3.3558 -0.5319 1.54 -1.39 -6.17
C -2.7360 3.8739 -0.8589 5.01 6.72 8.57
C -3.7418 3.3078 -1.3771 -0.14 -6.58 -5.83
C -3.3108 2.1356 -2.1309 -4.74 -3.31 -0.82
C -2.1168 1.5058 -1.9056 -0.29 -3.05 -6.08
C -1.1043 2.2539 -1.5206 4.57 0.22 8.76
H -1.7279 0.5730 -2.6233 -1.73 2.17 2.08
H -4.0484 1.3535 -2.7936 1.47 2.84 1.97
H -4.5799 3.7852 -1.6704 -2.94 1.33 -0.20
H -3.0111 4.7748 -0.1683 0.55 -0.88 -1.43
C -0.2248 4.8934 0.9057 -0.65 4.23 -3.90
H 0.7466 5.1298 1.2177 1.31 0.10 0.80
H -0.4964 5.7989 0.1092 0.47 -1.33 2.62
H -0.9613 4.9192 1.6635 -0.69 -0.56 0.86
H 1.6097 2.8730 0.2966 1.48 0.45 1.22
H 2.0612 0.7575 -1.4778 -0.97 0.07 0.90
C 1.4695 -1.6064 -1.6741 1.22 -12.04 -4.77
O 0.9066 -2.8309 -2.2600 2.40 5.86 2.85
N 2.7656 -1.6321 -1.3923 -2.60 -2.15 -4.67
C 3.6469 -2.7290 -1.7877 -1.89 -0.45 5.74
H 2.9802 -3.4672 -2.1495 -0.22 -0.85 -0.75
H 4.5549 -2.5694 -2.3258 0.24 0.70 -0.52
C 4.1065 -3.1196 -0.2116 6.04 -4.67 -10.50
C 5.0135 -2.1393 0.2055 5.15 0.84 1.72
N 4.3181 -1.0194 0.5052 1.80 9.07 -4.11
C 5.1392 0.3346 0.5550 4.85 -10.83 3.77
C 4.5506 1.4602 0.8370 -6.60 5.02 4.84
O 3.6743 1.2978 2.0393 1.89 1.33 0.00
C 2.8786 0.1319 1.9397 -5.85 10.65 -2.56
C 3.5745 -0.9125 1.5737 -0.56 -11.64 5.88
H 2.7197 -1.7682 1.6040 1.83 1.21 -0.15
H 4.2057 -1.1518 2.5134 -0.22 -0.32 -0.55
H 2.2274 0.2700 2.7937 0.01 -1.37 0.23
H 2.2120 0.4754 0.9858 0.45 -1.20 1.87
H 5.1004 2.3123 1.1062 1.22 0.93 -0.20
H 3.8809 1.6241 0.0788 -1.99 1.47 -2.23
H 5.8769 0.4894 -0.0753 2.91 -0.05 -4.68
H 5.9093 0.0871 1.4115 -1.24 0.22 -0.49
H 5.8164 -1.8245 -0.4839 -0.53 -0.56 -0.39
H 5.6311 -2.3966 1.1021 -0.23 -0.56 0.03
H 3.5736 -3.4729 0.5103 -4.24 -2.26 3.59
H 4.9305 -4.1500 -0.6775 -2.32 2.51 2.08
H 3.2050 -0.9190 -0.9907 1.71 3.63 2.18
H -0.8896 -1.9106 -1.4428 -0.01 2.62 1.49
H -3.0661 -0.5238 2.3519 -0.21 -0.45 -0.66
H -5.2080 -1.3585 2.5865 0.55 -0.98 -3.39
H -8.3798 -2.7721 1.5865 1.33 1.19 -0.06
H -6.9566 -2.9499 2.6209 0.21 0.81 -0.54


(3)
55
Properties=species:S:1:pos:R:3:forces:R:3 method="wB97M-V/def2-TZVPD" lumo_energy_ev=-0.86 relative_energy_kj_mol=529.75 smiles="C[C@@H](O)CNCCOC1=CC(=O)C=CC1=O.CCCC#N.CCCC#N" total_charge=0 total_energy_ev=-32830.909 gap_ha=0.297
C 2.7090 0.5831 1.4598 -0.22 -0.38 0.31
C 2.4785 -0.4075 2.5909 0.25 0.18 0.04
O 1.0873 -0.5010 2.8544 -0.13 0.18 -0.25
C 3.1380 -1.7787 2.3975 -0.35 -0.19 0.28
N 2.3193 -2.7930 1.7279 0.51 0.62 -0.43
C 1.8792 -2.4264 0.3768 -0.48 -0.87 0.33
C 0.3986 -2.0492 0.2964 0.21 0.19 -0.27
O -0.3635 -2.7482 1.2879 -0.28 0.18 0.25
C -1.5113 -2.1028 1.5563 -0.08 0.01 0.40
C -1.9023 -1.7376 2.7881 0.19 -0.25 -0.59
C -3.1815 -1.0279 2.9461 -0.36 0.06 0.32
O -3.8515 -1.0600 3.9619 0.39 0.24 -0.33
C -3.6134 -0.2237 1.7563 0.06 0.01 -0.51
C -3.2775 -0.6185 0.5307 0.14 -0.14 0.50
C -2.4819 -1.8665 0.4202 0.03 -0.41 -0.45
O -2.6307 -2.6734 -0.4754 0.30 0.55 0.26
H 2.0779 0.3653 0.6076 -0.06 0.02 -0.24
H 3.7542 0.5264 1.1819 0.19 0.18 -0.24
H 2.4713 1.5799 1.8108 -0.02 0.24 -0.04
H 2.9647 0.0307 3.4645 0.15 0.01 0.15
H 0.9680 -0.6072 3.7962 -0.11 -0.17 0.24
H 3.3560 -2.1689 3.3903 0.02 -0.14 0.14
H 4.1088 -1.6254 1.9183 0.13 0.11 -0.21
H 2.9297 -3.5874 1.6048 -0.11 -0.24 0.20
H 2.4804 -1.6435 -0.0768 0.08 0.19 -0.12
H 1.9995 -3.3054 -0.2493 0.16 -0.14 -0.07
H 0.2720 -0.9737 0.4088 -0.12 0.12 0.25
H 0.0108 -2.3310 -0.6811 -0.01 0.00 -0.18
H -1.3085 -1.9481 3.6605 0.02 -0.18 0.16
H -4.1931 0.6724 1.9009 -0.34 -0.04 0.34
H -3.5401 -0.1041 -0.3783 -0.24 0.01 -0.15
C 2.1059 0.6862 -4.1674 -0.01 -0.03 -0.02
C 1.1751 -0.4846 -4.4629 0.12 0.21 -0.04
C 1.0659 -1.4628 -3.2900 -0.20 0.00 -0.15
C 2.3336 -2.1367 -3.0120 -0.03 0.09 0.02
N 3.3427 -2.6422 -2.8042 0.06 -0.05 0.00
H 3.1297 0.3471 -4.0025 0.00 -0.02 0.02
H 2.1177 1.3847 -5.0040 0.01 0.01 0.01
H 1.7793 1.2295 -3.2785 0.00 0.00 0.01
H 1.5182 -1.0141 -5.3533 -0.03 -0.06 0.01
H 0.1756 -0.1061 -4.6834 -0.03 -0.06 0.04
H 0.3105 -2.2217 -3.5024 0.04 -0.05 0.05
H 0.7415 -0.9310 -2.3926 0.06 0.01 0.03
C -2.3368 5.0791 -0.9074 -0.02 -0.06 -0.02
C -3.2108 3.9281 -0.4219 0.12 0.20 -0.15
C -2.5176 3.0525 0.6279 -0.22 0.20 0.01
C -1.3713 2.3294 0.0887 0.04 0.00 -0.15
N -0.5017 1.7612 -0.3999 0.06 -0.09 0.01
H -1.4417 4.7125 -1.4121 0.01 -0.01 0.03
H -2.8845 5.7029 -1.6131 0.01 0.01 0.00
H -2.0232 5.7104 -0.0743 0.01 0.01 0.00
H -3.5124 3.3131 -1.2719 -0.01 -0.05 0.04
H -4.1242 4.3288 0.0205 0.00 -0.06 0.06
H -3.2220 2.3198 1.0092 0.01 -0.11 0.10
H -2.1974 3.6654 1.4723 0.08 -0.04 0.01


(4)
48
Properties=species:S:1:pos:R:3:forces:R:3 method="wB97M-V/def2-TZVPD" lumo_energy_ev=0.07 relative_energy_kj_mol=529.72 smiles="Cc1cc2nc(-c3cccnc3SCC(=O)NCc3ccco3)[nH]c2cc1C" total_charge=0 total_energy_ev=-42989.144 gap_ha=0.292
C -3.0955 -2.5788 5.7007 0.98 -1.71 0.39
C -2.1587 -2.4009 4.5353 0.37 -0.11 -1.92
C -1.8465 -1.1287 4.0403 -2.53 -1.69 4.46
C -1.0206 -0.8990 3.0461 1.12 -1.21 -0.29
N -0.7137 0.3413 2.6715 2.03 0.42 -2.15
C 0.1652 0.1025 1.7021 -0.91 2.52 -0.33
C 0.5898 1.2664 0.8659 1.50 -0.83 -2.41
C 0.0398 2.5376 1.0389 -0.94 0.66 0.67
C 0.4152 3.6050 0.2017 0.95 -0.93 -1.17
C 1.3190 3.3329 -0.8257 0.50 0.09 0.75
N 1.9206 2.1355 -1.0457 -1.25 0.54 0.53
C 1.5275 1.1082 -0.3118 -1.65 1.27 2.56
S 2.1712 -0.4572 -0.7315 1.36 0.27 -0.23
C 3.6484 0.0975 -1.7136 -1.70 -1.61 0.09
C 3.2861 0.2770 -3.1663 1.68 2.97 -2.60
O 4.1597 -0.0484 -3.9473 0.21 -1.36 -0.51
N 2.3393 1.1923 -3.6464 0.52 -1.19 0.39
C 1.8466 1.3564 -5.0495 -0.12 -2.74 1.33
C 0.4143 1.6812 -4.9299 -0.30 3.03 -1.71
C -0.0347 2.9313 -5.3432 -3.07 -4.13 3.13
C -1.4373 2.8565 -4.7546 3.12 2.60 -1.84
C -1.6100 1.6990 -4.1445 -2.11 1.43 -0.73
O -0.5434 0.8952 -4.3171 1.29 -0.14 0.42
N 0.4035 -1.2257 1.5040 1.46 -1.65 -2.33
C -0.3388 -1.9367 2.3948 -2.21 -0.41 1.22
C -0.7344 -3.2987 2.6951 1.14 2.77 -1.33
C -1.6708 -3.4852 3.7265 1.35 -0.23 -1.31
C -2.1038 -4.9118 3.8884 1.10 -0.68 0.75
H -3.7245 -3.4821 5.5929 0.29 0.38 -0.03
H -3.7402 -1.7446 5.7423 -0.69 0.99 0.37
H -2.5448 -2.7172 6.6734 -0.48 0.31 -0.87
H -2.1514 -0.2534 4.5756 -0.60 0.34 0.32
H -0.7550 2.7595 1.8130 1.24 -0.74 -0.77
H 0.0881 4.6418 0.2229 -0.41 -0.42 0.55
H 1.6497 4.1705 -1.4466 -0.02 -0.44 -0.04
H 4.3827 -0.7130 -1.6810 -0.40 -0.05 -0.08
H 4.1425 0.9509 -1.3048 -0.20 0.80 0.31
H 1.6394 1.3359 -2.9707 -0.94 0.71 0.67
H 2.3411 2.0820 -5.6940 0.18 0.11 0.55
H 1.8963 0.3887 -5.5376 0.59 -0.32 -0.24
H 0.5329 3.6445 -5.8698 0.26 0.79 -0.29
H -2.0752 3.6996 -4.7358 -0.87 0.37 -0.04
H -2.6698 1.6290 -3.8218 1.25 -1.94 0.54
H 0.8193 -1.6859 0.6572 -0.36 1.10 1.43
H -0.2953 -3.9929 1.9491 -0.77 -0.38 1.17
H -1.7125 -5.6548 3.1314 -0.28 1.28 0.48
H -3.1961 -4.8724 3.7676 0.20 -0.82 1.00
H -1.5653 -5.2307 4.8526 -1.87 -0.08 -0.84


(5)
32
Properties=species:S:1:pos:R:3:forces:R:3 method="wB97M-V/def2-TZVPD" lumo_energy_ev=-0.11 smiles="Fc1ccc(NC(=S)Nc2ccccc2OC(F)F)cc1Cl" total_charge=0 total_energy_ev=-51205.079 gap_ha=0.305
F 3.6240 1.8410 -1.8987 -1.14 -1.16 -0.85
C 2.7902 0.7735 -1.5065 3.40 0.43 -3.79
C 2.5415 -0.3485 -2.4383 8.30 11.99 -5.60
C 1.8743 -1.3083 -2.0902 -5.05 -9.72 -2.51
C 1.3045 -1.2235 -0.8878 -0.19 -2.22 6.76
N 0.5983 -2.4692 -0.4425 4.00 -0.63 -4.45
C -0.2499 -2.8091 0.4536 -1.98 11.46 -0.62
S -0.5542 -4.0728 1.1662 -1.56 -8.02 3.73
N -0.9293 -1.5814 0.8088 -3.96 0.70 6.26
C -1.1888 -0.0772 0.3107 2.29 -8.42 1.79
C -1.1900 -0.2170 -1.0007 -1.83 18.29 4.15
C -1.3970 1.1643 -1.6952 2.96 -3.12 14.12
C -1.2420 2.2843 -0.7283 -3.27 0.35 -4.93
C -1.3024 2.2836 0.6766 1.25 -10.34 -6.04
C -1.0894 0.9282 1.2023 -2.63 3.69 -0.73
O -1.1475 0.6178 2.5415 9.21 0.83 -3.45
C -2.0417 0.8093 3.3484 -6.31 1.75 -0.21
F -2.7567 2.0911 3.0350 1.32 -2.09 1.50
F -2.8993 -0.1412 2.9691 -3.82 -1.35 0.81
C 1.7871 -0.3201 0.1269 0.05 -1.08 -4.99
C 2.6106 0.8179 -0.1901 -4.70 -10.86 -5.48
Cl 2.6915 1.9678 0.7202 1.65 9.27 7.46
H 3.0295 -0.1192 -3.6075 -1.46 -0.93 3.77
H 1.7029 -2.2357 -2.8631 0.16 2.35 2.22
H 0.8952 -3.3718 -0.8061 1.12 0.70 -0.85
H -1.5139 -1.8186 1.7950 2.03 1.10 -3.70
H -1.2010 -0.8215 -1.6145 -0.13 -11.96 -9.40
H -1.4736 1.1933 -2.6260 -0.70 0.97 -7.94
H -1.6098 3.1016 -1.4560 1.22 0.17 2.29
H -1.1861 2.9405 1.3141 0.48 7.20 5.51
H -1.8523 0.6062 4.3659 0.56 0.97 1.38
H 1.3753 -0.4851 1.0172 -1.32 -0.29 3.81